Record 1
271
Properties=species:S:1:pos:R:3 method="wB97M-V/def2-TZVPD" multiplicity=2 gap_ev="1.49 / 8.30" s_squared=0.751 charge=-1 e_homo_ev="0.42 / -6.41"
O 0.622 -0.818 6.402
O -3.561 -4.878 0.955
O -8.532 6.289 -1.812
O 3.533 3.329 5.344
O -4.826 -9.349 0.562
O -1.652 3.199 1.740
O 10.212 -2.231 -4.610
O 2.877 5.251 1.243
O 4.696 2.988 -3.469
O -4.655 -0.529 -1.279
O 1.666 -2.743 2.590
O 2.540 -4.195 -3.085
O -0.279 0.467 -1.246
O -2.954 -3.703 -6.188
O 4.171 0.712 1.312
O -4.415 3.719 -2.027
O -1.503 -4.187 -1.402
O -4.713 -1.330 3.920
O 0.801 1.213 -5.444
O 5.096 -2.982 -0.525
O 1.773 7.261 -3.251
O 7.408 3.847 2.417
N -3.426 -3.430 6.671
N -2.478 -1.257 8.321
N 1.569 0.025 1.911
N -2.366 -6.866 -0.689
N 8.252 -2.307 -2.232
N -1.046 4.741 5.020
N 1.184 5.173 -1.174
N -4.169 -3.633 -1.718
N 5.199 2.127 3.426
N -7.731 4.042 -0.303
N 2.605 -0.908 -4.955
N -0.224 -1.291 -5.601
C -4.193 -2.582 -2.694
C -0.464 -3.187 -1.337
C 1.016 -0.513 5.061
C 9.408 -3.162 -2.508
C 4.525 1.335 4.434
C 11.141 -1.463 -5.360
C -5.695 4.252 -1.891
C 6.532 1.647 3.214
C 7.160 -3.126 -1.662
C -2.147 -6.393 -2.040
C -2.563 3.458 0.649
C -5.622 -2.657 6.431
C -3.771 -1.864 4.853
C 0.737 4.861 0.151
C -3.878 -8.321 0.657
C 0.534 -0.295 0.954
C 2.407 3.941 5.930
C -1.058 -5.397 -2.059
C -3.726 -1.208 -2.133
C 1.606 8.428 -2.504
C 7.113 2.489 2.059
C -1.564 -1.867 -5.434
C 6.123 -2.213 -1.141
C -3.171 -4.834 -6.989
C 3.830 4.895 2.231
C 4.658 1.038 0.009
C 2.897 0.457 -4.412
C -5.218 -9.940 1.782
C 2.776 -3.212 3.209
C 0.583 0.856 -0.159
C 3.758 3.657 -2.684
C 3.225 1.961 4.990
C -4.895 -4.588 0.450
C -2.985 -3.705 1.613
C -1.845 4.090 2.850
C 2.209 1.476 -5.334
C 7.452 4.710 1.325
C 0.056 2.225 -6.145
C 10.586 -2.379 -3.213
C 2.227 -3.325 -4.202
C -8.885 4.989 -2.364
C 1.921 4.234 0.940
C -3.618 4.387 -2.989
C 0.136 5.929 -1.862
C 3.935 -4.597 -2.930
C -4.953 -3.365 -0.513
C -9.336 6.889 -0.810
C -0.977 3.697 4.039
C -4.109 0.716 -0.890
C -3.292 -8.007 -0.741
C -0.468 1.403 -2.285
C 0.592 6.395 -3.242
C -1.662 -3.026 -6.411
C 2.837 -1.946 -3.895
C -0.769 -0.804 6.698
C -1.037 -1.221 8.231
C -1.402 2.344 4.664
C -2.441 -0.676 -5.819
C 3.888 -2.328 -0.312
C -4.333 -3.024 5.676
C -4.411 -0.056 3.370
C -0.777 -0.498 1.655
C -8.820 3.831 -1.245
C -0.562 -2.704 8.493
C -6.486 3.391 -0.794
H -2.558 -5.720 -6.823
H -1.207 0.147 6.395
H 4.705 -3.827 -2.987
H -2.820 -8.916 -1.115
H -5.066 0.215 2.541
H -0.820 -2.413 -0.658
H 1.712 3.229 6.375
H -3.498 -3.602 2.569
H 2.655 -3.825 -5.071
H -5.160 -2.491 -3.189
H -6.185 4.087 -2.850
H 3.723 -2.931 2.748
H 3.913 -2.043 -3.750
H -0.502 -0.492 8.840
H -2.849 -6.067 -0.303
H -8.163 4.727 -3.137
H -2.509 4.476 0.261
H -0.309 -2.716 -2.308
H -1.170 -1.588 6.056
H -4.147 -7.776 -1.376
H -1.977 -4.009 1.893
H 7.547 -3.772 -0.874
H 5.236 3.113 3.641
H -4.478 0.796 4.046
H 2.473 3.483 0.374
H -4.181 -5.160 -6.740
H -0.156 -5.739 -1.550
H -4.552 -3.859 5.009
H 0.014 3.653 3.586
H -9.865 5.071 -2.832
H 3.001 1.390 5.891
H -7.468 4.995 -0.094
H 12.100 -1.982 -5.354
H 8.145 2.149 1.970
H 9.759 -3.698 -1.627
H -3.634 5.474 -2.921
H -9.642 3.961 -0.541
H 1.338 0.973 2.174
H -2.907 4.186 3.074
H -1.054 0.386 2.230
H 1.581 3.727 1.843
H 1.648 -0.908 -5.279
H -2.619 3.966 -2.881
H 2.324 2.422 -4.805
H 0.196 5.646 0.679
H 4.452 4.033 1.992
H -2.830 -1.380 -1.536
H 0.468 1.766 -2.711
H -6.379 -2.281 5.743
H 0.264 2.287 -7.213
H -0.040 4.098 0.106
H 10.853 -1.353 -6.406
H 5.684 0.678 -0.059
H 3.981 0.767 -0.801
H 0.697 -1.227 0.414
H 6.967 5.648 1.596
H 2.441 0.130 1.412
H -3.764 1.334 -1.719
H -0.654 2.042 5.397
H -5.785 3.312 0.037
H -2.857 -0.448 7.851
H 0.697 0.482 4.754
H -2.448 0.182 -5.147
H -6.766 2.418 -1.198
H 6.539 2.305 1.151
H 8.480 4.924 1.032
H 3.290 4.698 3.157
H 2.410 -1.615 -2.948
H 0.390 -1.090 4.380
H -3.463 -1.055 -5.791
H -4.415 -10.618 2.071
H -1.936 4.823 5.490
H -0.791 -2.996 9.518
H -3.270 0.699 -0.194
H -1.772 -2.132 -4.397
H -1.056 2.240 -1.908
H 6.614 0.587 2.972
H 4.900 3.538 -4.228
H 6.798 4.451 0.492
H -8.765 7.630 -0.250
H 2.562 0.562 -3.380
H -0.180 -0.399 -5.130
H -3.371 -0.111 3.051
H -1.537 5.089 2.540
H -0.004 -1.054 -6.557
H -6.144 -10.491 1.624
H 1.713 -1.790 2.485
H 4.174 -5.322 -3.707
H -1.835 -7.166 -2.742
H -2.245 -0.412 -6.858
H -2.960 -2.831 0.962
H 3.246 4.442 -3.240
H 1.138 -3.326 -4.257
H 4.490 5.743 2.417
H 5.734 -1.707 -2.024
H 5.134 1.076 5.300
H 4.441 1.340 1.986
H -1.455 -2.746 -7.444
H 3.021 -2.989 -0.286
H -5.493 -1.839 7.141
H -3.080 -8.647 1.324
H -1.147 1.606 3.903
H 0.454 -3.601 -0.920
H 1.566 0.960 -0.619
H -1.081 0.932 -3.053
H 0.859 5.524 -3.840
H -4.887 1.326 -0.429
H 7.217 1.780 4.051
H -10.149 7.542 -1.129
H 3.990 -1.803 0.638
H -9.741 6.121 -0.151
H -2.838 -1.992 7.730
H 1.931 4.520 5.139
H -3.573 3.242 0.997
H -5.986 -3.544 6.950
H 7.960 -2.061 -3.167
H -8.795 2.802 -1.603
H 6.735 -3.794 -2.412
H 0.501 -2.797 8.273
H 0.299 1.807 0.291
H -3.020 -6.021 -2.578
H -0.878 -5.173 -3.110
H -0.212 6.753 -1.240
H 2.885 4.597 6.658
H -3.160 -4.537 -8.037
H -3.826 -4.222 7.153
H 1.702 8.305 -1.425
H 4.860 2.108 -0.043
H 11.316 -0.428 -5.066
H -3.545 -2.809 -3.540
H -5.988 -3.196 -0.811
H 2.076 -0.656 4.850
H -2.421 2.153 5.001
H -3.399 -1.057 5.483
H 4.145 4.049 -1.743
H -0.706 -1.249 2.441
H -1.011 1.999 -6.128
H 11.505 -2.951 -3.087
H 2.778 1.496 -6.264
H 0.729 9.015 -2.777
H 2.674 -4.293 3.106
H -0.456 4.543 5.816
H 3.985 0.523 -4.413
H 9.130 -3.919 -3.242
H 0.165 3.227 -5.731
H 3.038 2.943 -2.283
H -1.193 -3.327 7.859
H 2.040 5.701 -1.082
H -3.365 -0.589 -2.955
H -1.668 -0.738 1.076
H -0.906 -3.760 -6.132
H -5.305 -5.418 -0.125
H -0.174 7.031 -3.685
H -2.324 2.856 -0.227
H -2.612 -3.864 6.259
H 10.749 -1.357 -2.870
H -4.655 -2.497 0.075
H -0.710 5.264 -2.034
H 2.515 9.009 -2.660
H -4.414 -7.436 0.997
H 3.634 -1.593 -1.075
H 6.553 -1.375 -0.592
H 2.392 1.853 4.294
H -5.331 -9.164 2.539
H -2.848 -2.155 4.352
H -3.246 -3.878 -1.389
H 2.902 -3.006 4.272
H -3.982 4.270 -4.010
H -5.697 5.316 -1.652
H 4.056 -5.101 -1.971
H -5.624 -4.461 1.251
H 4.268 0.366 4.006

Record 2
120
Properties=species:S:1:pos:R:3 method="wB97M-V/def2-TZVPD" multiplicity=2 e_above_lowest_kj_mol=0.0 gap_ev="5.38 / 5.21" s_squared=0.861 charge=-1 e_homo_ev="-4.40 / -4.93"
Sb 0.997 2.557 1.083
Ti -0.403 -0.492 -0.926
Cl -3.177 1.262 7.931
Cl -3.043 -8.991 -1.147
Cl 0.540 -8.546 1.882
Cl -4.867 5.689 -5.512
S 5.218 -0.499 -3.149
S 6.174 0.288 -5.852
S 0.482 1.375 -1.715
S 3.277 -1.015 -0.993
S 0.941 -1.069 -3.816
S 3.332 -0.380 -5.307
N -1.967 -1.105 -2.032
N 0.493 -1.628 -2.306
N 0.254 -1.106 0.908
N -1.947 0.471 -0.054
C 3.693 2.225 -0.536
C 2.144 -6.650 0.806
C -1.116 -7.112 -1.451
C -2.380 -0.599 4.491
C -2.792 -0.345 5.789
C 1.657 5.091 -0.737
C -3.256 1.632 1.420
C 0.694 4.382 -0.024
C 2.581 -3.555 -1.985
C 0.317 -4.614 1.234
C 4.998 1.786 -0.729
C -3.525 3.490 -2.464
C -2.845 -0.258 -2.665
C -1.092 -3.406 -2.296
C -0.292 -0.695 2.125
C -3.376 -6.383 -1.804
C 1.672 3.703 2.866
C -3.478 2.185 -2.979
C 2.228 3.637 5.234
C 2.448 -5.350 0.435
C 2.662 -0.782 -3.742
C 4.998 0.815 1.463
C 1.540 -4.310 0.631
C -2.168 0.707 1.285
C 3.040 2.001 0.674
C -3.553 -1.004 -3.626
C -3.942 4.562 -3.230
C 1.305 -1.931 1.227
C -3.088 -2.316 -3.550
C 0.026 6.743 -1.379
C 3.702 1.273 1.660
C 3.547 -0.828 -2.722
C -4.173 3.100 -5.124
C -3.037 1.066 -2.154
C 2.558 -2.606 -0.851
C 2.500 4.997 5.223
C -0.936 6.063 -0.647
C -1.839 0.414 3.703
C 4.982 -0.159 -4.817
C 5.655 1.082 0.271
C -3.749 2.036 -4.349
C -2.827 1.225 -0.754
C -2.100 1.953 5.547
C 1.410 -3.856 -2.556
C 0.003 -5.905 1.619
C -2.652 0.935 6.303
C -1.426 0.134 2.303
C -0.604 4.888 0.015
C 1.927 5.075 2.884
C -2.471 -7.384 -1.500
C -0.667 -5.830 -1.717
C 0.923 -6.916 1.402
C -2.914 -5.105 -2.071
C 0.212 -3.013 -2.320
C 1.324 6.255 -1.419
C 1.809 3.007 4.069
C -3.635 1.983 0.163
C 1.870 -2.904 0.271
C -2.090 -2.344 -2.570
C 2.339 5.716 4.047
C -4.302 4.354 -4.551
C -1.549 -4.793 -2.050
C -1.696 1.687 4.246
C 0.485 -1.207 3.178
C 1.472 -1.994 2.610
H -4.389 2.962 -6.175
H -4.356 -0.663 -4.257
H 3.512 -4.000 -2.316
H -3.172 3.682 -1.463
H -4.435 -6.601 -1.826
H 3.414 -5.135 -0.003
H 2.529 6.784 4.036
H 1.336 -4.638 -3.305
H -1.370 4.356 0.571
H 2.083 6.784 -1.982
H -1.984 2.942 5.969
H 3.166 2.696 -1.355
H -3.413 -3.146 -4.157
H -0.954 -6.130 2.072
H 1.809 5.657 1.977
H -3.219 -1.129 6.398
H -3.672 1.975 2.353
H -0.417 -7.894 -1.184
H -1.951 6.445 -0.596
H -0.409 -3.824 1.382
H -3.587 1.083 -4.825
H 0.391 -5.635 -1.626
H 2.226 -2.578 3.113
H -0.234 7.647 -1.916
H -3.966 5.560 -2.816
H -1.238 2.471 3.654
H -2.485 -1.595 4.080
H 1.572 1.945 4.101
H 0.316 -1.019 4.225
H 2.684 4.749 -0.752
H 3.202 1.046 2.595
H 5.488 0.235 2.236
H 6.662 0.721 0.107
H 2.328 3.071 6.153
H 5.499 1.981 -1.670
H 2.853 -7.452 0.649
H -3.632 -4.328 -2.284
H -4.462 2.618 -0.109
H 2.822 5.496 6.129